[1]
{
  "formula": "C3H11NO",
  "method": "ωB97M-V/def2-TZVPD",
  "homo_ev": -9.0,
  "smiles": "CCCN.O",
  "energy_ha": -250.8533,
  "multiplicity": 1,
  "e_above_lowest_kj_mol": 113.7,
  "charge": 0,
  "lumo_energy_ha": 0.028,
  "elements": ["C", "C", "C", "N", "H", "H", "H", "H", "H", "H", "H", "H", "H", "O", "H", "H"],
  "positions_angstrom": [[-0.6469, 1.2585, 1.0135], [-0.1910, 1.0583, -0.3992], [-0.8832, -0.2908, -0.6170], [-0.3005, -1.0448, -1.7936], [-0.3501, 0.3423, 1.5570], [-1.7055, 1.3002, 1.1098], [-0.3222, 2.1073, 1.5126], [-0.6791, 1.7741, -1.1151], [0.8301, 0.9145, -0.5322], [-1.9255, -0.1883, -0.7735], [-0.8202, -0.8369, 0.3076], [-0.9041, -1.7348, -2.1528], [0.6007, -1.4272, -1.5695], [2.0960, -1.2016, 1.2670], [2.3994, -1.3309, 0.4072], [2.8022, -0.7001, 1.7782]],
  "forces_ev_per_a": [[0.63, -0.89, 0.72], [-3.86, -0.53, -0.48], [1.70, -1.32, -2.22], [-0.09, 1.97, 1.15], [0.12, 0.84, 0.28], [-1.11, -0.07, -0.30], [1.05, 1.69, 0.94], [1.02, -0.38, 0.58], [1.86, 0.24, -0.18], [-1.09, 0.39, -0.47], [0.32, -0.71, 0.19], [-0.62, -0.96, -0.26], [0.08, -0.27, 0.07], [0.26, 1.25, 3.40], [1.07, -0.22, -2.16], [-1.33, -1.03, -1.26]]
}

---

[2]
{
  "formula": "C9H17NO4",
  "method": "ωB97M-V/def2-TZVPD",
  "homo_ev": -8.7,
  "smiles": "C[C@@H](O)CNCCO[C@@H]1CCC(=O)O1",
  "energy_ha": -708.8126,
  "multiplicity": 1,
  "e_above_lowest_kj_mol": 91.8,
  "charge": 0,
  "lumo_energy_ha": 0.026,
  "elements": ["C", "C", "O", "C", "N", "C", "C", "O", "C", "C", "C", "C", "O", "O", "H", "H", "H", "H", "H", "H", "H", "H", "H", "H", "H", "H", "H", "H", "H", "H", "H"],
  "positions_angstrom": [[2.7015, -1.1981, 0.3816], [2.3182, -0.1183, -0.6178], [1.2121, -0.5985, -1.3774], [2.0049, 1.1963, 0.0516], [0.9063, 1.1261, 1.0083], [-0.1632, 2.0893, 0.7856], [-1.0023, 1.9241, -0.5095], [-2.3317, 1.4433, -0.2916], [-2.4906, 0.0759, -0.3194], [-2.2769, -0.7389, 0.9746], [-1.4449, -1.9364, 0.4599], [-1.6089, -1.8670, -1.0442], [-1.5153, -2.7578, -1.7642], [-1.9223, -0.6228, -1.4156], [1.9558, -1.3149, 1.1525], [3.6828, -1.0331, 0.8063], [2.7471, -2.1416, -0.1489], [3.1571, 0.0158, -1.2958], [1.4723, -0.7758, -2.2849], [1.8666, 1.9780, -0.6884], [2.9103, 1.4624, 0.6000], [0.5558, 0.1861, 1.1106], [-0.8405, 2.0380, 1.6292], [0.2699, 3.0816, 0.7656], [-0.4521, 1.3596, -1.2560], [-1.1231, 2.9229, -0.9126], [-3.5648, -0.0261, -0.4918], [-1.6693, -0.1218, 1.6240], [-3.2108, -1.0253, 1.4116], [-1.7127, -2.8897, 0.8748], [-0.4312, -1.7335, 0.7817]],
  "forces_ev_per_a": [[0.09, -0.22, -0.51], [0.20, -0.61, -0.19], [-0.55, 0.19, -0.02], [0.31, -0.16, 0.53], [-0.11, 0.37, -0.09], [-0.18, -0.76, -0.48], [0.40, 0.84, 0.62], [1.29, -0.21, -0.51], [-3.21, -0.52, 0.36], [1.93, 0.04, -0.95], [-0.46, 1.12, 0.88], [0.42, 1.91, 3.43], [0.47, -3.34, -3.32], [0.31, 1.12, -0.29], [-0.13, 0.03, 0.41], [0.13, 0.23, 0.33], [0.02, -0.24, -0.12], [0.26, 0.25, -0.06], [0.02, 0.01, 0.08], [-0.31, 0.10, -0.21], [0.23, 0.17, 0.01], [-0.10, -0.01, -0.13], [-0.19, 0.17, 0.23], [0.20, 0.22, 0.15], [-0.12, -0.43, -0.04], [-0.33, 0.16, -0.20], [-0.16, 0.26, -0.20], [-0.23, -0.05, 0.59], [-0.43, 0.08, 0.31], [-0.26, -0.45, -0.07], [0.49, -0.27, -0.54]]
}

---

[3]
{
  "formula": "C43H55MoN6OS",
  "method": "ωB97M-V/def2-TZVPD",
  "homo_ev": [-7.0, -6.9],
  "energy_ha": -2541.3253,
  "multiplicity": 3,
  "e_above_lowest_kj_mol": 170.4,
  "charge": 1,
  "lumo_energy_ha": [-0.077, -0.077],
  "elements": ["Mo", "C", "C", "C", "C", "C", "C", "C", "N", "C", "N", "C", "C", "C", "C", "C", "C", "C", "N", "C", "C", "C", "C", "C", "C", "C", "H", "H", "H", "H", "H", "H", "H", "H", "H", "H", "H", "H", "H", "H", "H", "H", "H", "H", "H", "H", "H", "H", "N", "C", "C", "N", "H", "H", "H", "H", "H", "H", "H", "H", "S", "C", "C", "C", "C", "C", "C", "C", "O", "C", "C", "C", "H", "H", "H", "H", "H", "H", "H", "H", "H", "H", "H", "H", "C", "N", "C", "C", "C", "C", "C", "C", "C", "C", "H", "H", "H", "H", "H", "H", "H", "H", "H", "H", "H", "H", "H"],
  "positions_angstrom": [[0.3811, -0.4634, 2.6332], [-6.6532, 0.5188, 2.5890], [-6.0384, 1.1339, 3.8516], [-6.8525, 1.6648, 4.8559], [-6.3755, 2.4457, 5.9217], [-5.0202, 2.8186, 5.9410], [-4.1965, 2.2815, 4.9364], [-4.6520, 1.2871, 4.0931], [-3.7762, 0.4616, 3.3150], [-2.4076, 0.2710, 3.4916], [-2.0856, -0.0425, 4.7572], [-0.8306, -0.1836, 5.3409], [0.4106, 0.0214, 4.6364], [1.6005, -0.0050, 5.3671], [1.6104, -0.1567, 6.7568], [0.4048, -0.3970, 7.4246], [-0.8177, -0.4467, 6.7525], [-2.0676, -1.0055, 7.3954], [-1.5390, 0.2557, 2.4551], [-1.9288, 0.8380, 1.2049], [-2.4222, -0.0550, 0.2760], [-3.0750, 0.4297, -0.9000], [-3.3780, 1.7573, -1.0421], [-3.0510, 2.6759, 0.0053], [-2.2889, 2.2191, 1.1139], [-1.8230, 3.2424, 2.0525], [-5.9726, 0.4449, 1.7323], [-7.4905, 1.1293, 2.2770], [-7.0167, -0.5383, 2.6833], [-7.9328, 1.4437, 4.8024], [-7.0531, 2.7630, 6.6499], [-4.6798, 3.6016, 6.5804], [-3.1843, 2.6619, 4.8860], [-4.0474, 0.4444, 2.3488], [-2.9035, -0.1007, 5.4028], [2.5927, 0.2585, 4.8868], [2.5803, -0.0774, 7.2306], [0.4422, -0.5244, 8.5154], [-1.7987, -1.4369, 8.3767], [-2.3916, -1.8588, 6.7909], [-2.9021, -0.2844, 7.4643], [-2.4619, -1.1566, 0.4877], [-3.2633, -0.3794, -1.6408], [-3.8313, 2.2220, -1.9366], [-3.4627, 3.7028, -0.0316], [-1.2411, 4.0696, 1.5843], [-1.0890, 2.8326, 2.7238], [-2.6650, 3.5758, 2.6747], [0.6024, -2.4622, 3.4855], [0.5392, -3.5319, 2.4751], [-0.3697, -3.1647, 1.2864], [0.1385, -1.8351, 0.7422], [1.5248, -2.4556, 3.9501], [-0.1191, -2.6564, 4.1962], [0.1831, -4.5057, 2.9097], [1.5433, -3.7356, 2.1606], [-1.4620, -3.0878, 1.5260], [-0.2242, -3.8918, 0.4784], [-0.3437, -1.5573, -0.1227], [1.1290, -1.9527, 0.4421], [1.8373, 0.8415, 1.4497], [1.8264, -0.5123, -12.5866], [1.3435, -0.6876, -11.1477], [1.9966, -0.0893, -10.1128], [1.4693, -0.1677, -8.8336], [1.8867, 0.8355, -7.8164], [0.4656, -1.1061, -8.5571], [0.2118, -1.6339, -7.2087], [0.5524, -1.0463, -6.2144], [-0.3128, -1.6278, -9.7097], [-1.5819, -2.4323, -9.4154], [0.1234, -1.3895, -10.9439], [2.9261, -0.6802, -12.4951], [1.6079, 0.4922, -13.0970], [1.4489, -1.3292, -13.2752], [2.8530, 0.5961, -10.2183], [1.0493, 1.1315, -7.1751], [2.2579, 1.7346, -8.3082], [2.6440, 0.4214, -7.1417], [-0.4211, -2.5764, -7.1814], [-1.9485, -2.1764, -8.4089], [-1.4115, -3.5371, -9.5178], [-2.4299, -2.2193, -10.0925], [-0.4810, -1.7876, -11.7104], [6.7989, 0.8551, 3.1757], [6.0823, 0.9534, 1.8508], [5.7069, 2.4114, 1.3758], [4.9032, -0.0461, 1.8338], [4.2847, -0.1251, 0.4641], [5.0609, -0.6215, -0.5619], [4.5092, -0.9518, -1.7739], [3.1540, -0.6685, -2.0607], [2.4008, 0.0139, -1.0771], [2.9075, 0.1449, 0.2111], [7.6375, 1.5513, 3.1518], [7.2026, -0.1725, 3.2495], [6.1773, 0.9748, 4.0547], [6.7391, 0.5933, 1.1890], [5.5731, 2.9809, 2.3189], [4.8203, 2.3582, 0.6529], [6.5809, 2.7068, 0.8106], [4.2665, 0.2364, 2.6742], [5.3698, -0.9859, 2.1105], [6.1227, -0.8669, -0.3233], [5.0704, -1.4719, -2.5336], [2.8530, -0.7407, -3.0799], [1.3679, 0.2931, -1.2380]],
  "forces_ev_per_a": [[-0.13, -0.04, -1.29], [0.37, -1.18, 0.37], [0.11, -0.01, 0.68], [-0.57, 0.03, -0.01], [1.48, -0.78, -1.41], [-1.31, -0.63, -1.62], [0.16, 0.35, 1.55], [-0.35, -0.39, -1.30], [0.44, 0.96, -0.45], [-0.10, 0.31, -1.02], [-1.25, -0.25, -0.12], [2.62, 0.40, 1.97], [-1.39, 0.29, -0.07], [0.86, 0.68, 0.77], [-0.35, 0.07, -0.92], [0.37, 0.02, 0.57], [0.20, -0.24, -1.33], [0.38, -0.05, 0.37], [-1.42, -0.21, 2.04], [-2.31, -0.03, 0.93], [-0.95, -0.08, -1.29], [0.89, -2.08, 0.32], [0.03, 1.95, 0.35], [0.18, -1.73, 0.04], [-0.19, 0.03, -2.32], [0.73, 0.71, 1.18], [0.09, 0.37, 0.22], [-0.19, 0.10, -0.01], [0.20, 0.88, 0.37], [0.58, 0.30, -0.02], [-0.86, 0.57, 1.03], [0.33, 0.19, 0.46], [0.25, -0.48, -0.03], [0.06, -0.13, -0.39], [1.11, 0.05, -0.93], [-1.26, -0.50, 0.26], [-0.22, -0.10, 0.51], [-0.22, -0.13, -0.50], [-0.42, 0.51, -0.28], [-0.22, 0.08, 0.03], [0.30, -0.29, 0.26], [0.43, 1.23, -0.26], [-0.31, 1.11, 0.30], [0.07, -0.80, 0.48], [0.69, -0.63, 0.02], [-1.00, -0.35, 0.04], [0.25, -0.42, 0.56], [0.30, 0.45, -0.23], [-0.30, -0.80, 0.70], [-1.27, -1.10, 0.19], [0.78, 0.99, -0.83], [0.46, -0.82, -0.17], [-0.80, -0.23, 0.04], [0.65, 0.36, -0.13], [0.21, 0.85, -0.24], [0.56, 0.03, -0.59], [1.07, 0.06, 0.02], [-0.30, -0.33, 0.39], [0.02, -0.14, 0.61], [-0.91, -0.06, 0.22], [2.32, 1.10, 0.53], [0.65, -0.38, -0.61], [-1.20, -0.18, -2.29], [0.10, 0.90, 0.39], [-0.72, -0.40, 0.75], [0.29, 0.04, 0.80], [-1.06, -0.81, -2.33], [-1.25, 0.56, -0.80], [0.33, -0.42, 1.03], [0.24, -0.47, 4.12], [-0.07, -0.36, -0.13], [1.51, 0.85, -0.40], [-0.61, 0.47, -0.62], [0.31, -1.37, 1.06], [0.24, 0.96, 0.89], [-0.43, -0.47, -0.45], [0.18, -0.15, -0.22], [0.23, -0.11, -0.01], [0.04, 0.21, -0.02], [0.81, 0.57, 0.23], [0.05, -0.41, -0.44], [-0.04, 0.92, 0.35], [0.62, 0.19, 0.04], [-0.22, -0.14, -1.33], [0.72, -0.57, -0.60], [-1.43, 0.52, 0.74], [-0.41, -1.60, 0.27], [0.43, 0.70, 0.09], [-1.31, 0.11, 0.45], [1.02, -0.74, 0.55], [-0.96, -0.20, -0.95], [1.12, 1.66, 1.51], [0.57, -1.72, -1.06], [-0.07, 0.77, 0.46], [-0.16, 0.03, 0.21], [-0.12, 0.51, -0.19], [-0.45, 0.48, -0.27], [0.41, -0.14, -0.73], [-0.22, -0.15, -0.98], [1.09, 0.02, 1.48], [0.10, 0.51, 0.10], [-0.35, 0.17, -0.50], [0.11, -0.27, -0.07], [-0.75, 0.06, -0.48], [0.32, 0.13, -0.05], [-0.64, -0.43, -0.45], [0.03, 0.12, -0.19]]
}